{
  "formula": "CHCuF3MgNO3S2",
  "method": "the ωB97M-V functional and the def2-TZVPD basis",
  "s2": 0.7551,
  "molar_mass_g_mol": 284.002,
  "total_charge": 1,
  "homo_lumo_gap_ev": [9.08, 6.97],
  "multiplicity": 2,
  "e_homo_ev": [-13.61, -13.61],
  "relative_energy_kj_mol": 0.0,
  "symbols": ["Cu", "N", "S", "O", "S", "O", "O", "C", "F", "F", "F", "Mg", "H"],
  "coordinates": [[1.0893, 0.1438, 2.2941], [-1.5896, -0.5578, 0.6046], [-1.1017, -1.7569, 1.7793], [-0.3285, -0.9050, 2.9235], [-0.4645, 0.0238, -0.2533], [0.7732, 0.5938, 0.4971], [-0.8942, 1.1725, -1.1079], [0.3438, -1.1894, -1.4700], [1.1749, -1.9819, -0.8305], [-0.6211, -1.8908, -2.0239], [0.9925, -0.5086, -2.3891], [0.3866, 2.6276, -0.4147], [0.2395, 4.2288, 0.3909]]
}